[1]
{
  "formula": "C7H9FN3",
  "method": "ωB97M-V/def2-TZVPD",
  "elements": ["C", "N", "C", "C", "C", "N", "C", "C", "F", "C", "N", "H", "H", "H", "H", "H", "H", "H", "H", "H"],
  "positions_angstrom": [[1.269, 2.067, 0.806], [0.931, 0.709, 0.610], [1.089, 0.035, -0.478], [1.880, 0.325, -1.717], [0.377, -1.162, -0.430], [-0.272, -1.562, 0.640], [-1.348, -1.553, 1.374], [-2.624, -0.780, 0.856], [-3.692, -1.645, 0.984], [-2.322, -0.359, -0.474], [-1.795, -0.172, -1.451], [2.276, 2.017, 1.279], [0.555, 2.411, 1.561], [1.269, 2.664, -0.110], [1.653, 1.276, -2.038], [1.722, -0.363, -2.534], [2.952, 0.269, -1.583], [0.299, -2.000, -1.253], [-1.449, -2.157, 2.300], [-2.770, -0.020, 1.659]],
  "forces_ev_per_a": [[0.7943, -0.1738, 0.4604], [-0.8346, -0.9557, -1.1638], [1.6983, 1.9812, 0.5240], [0.4218, -1.3120, 0.4966], [-2.7492, -5.2960, 0.5764], [-2.3000, 0.2617, 1.3818], [2.5698, -0.3208, -2.6204], [0.1904, -1.0391, 2.8786], [0.4829, 0.3128, -0.5319], [-1.4982, -0.1272, 1.7062], [1.0528, 0.7327, -2.6597], [-0.4139, 0.5583, -0.2323], [0.3585, 0.4404, -0.2286], [0.1610, 0.0641, 0.1879], [-0.4218, 2.2593, -0.9248], [-0.5984, -0.2599, -0.0811], [0.3069, 0.1356, 0.6127], [0.4980, 2.0152, 1.3047], [0.2686, 0.5452, -0.6164], [0.0126, 0.1782, -1.0704]],
  "nbo_charge": [-0.46, -0.25, 0.13, -0.68, 0.26, -0.26, 0.22, 0.06, -0.29, 0.25, -0.24, 0.26, 0.23, 0.22, 0.25, 0.25, 0.26, 0.29, 0.27, 0.26],
  "gap_ev": [8.6, 8.6],
  "total_energy_ha": -535.8779,
  "de_lowest_kj_mol": 375.7,
  "charge": 1,
  "spin_multiplicity": 1,
  "smiles": "C/N=C(\\C)C=[N+]=C[C@H](F)C#N"
}

=====

[2]
{
  "formula": "C28H72O18P4S2",
  "method": "ωB97M-V/def2-TZVPD",
  "elements": ["C", "C", "O", "P", "O", "O", "C", "C", "O", "C", "C", "H", "H", "H", "H", "H", "H", "H", "H", "H", "H", "H", "H", "H", "H", "H", "C", "C", "O", "P", "O", "O", "C", "C", "O", "C", "C", "H", "H", "H", "H", "H", "H", "H", "H", "H", "H", "H", "H", "H", "H", "H", "C", "C", "O", "P", "O", "O", "C", "C", "O", "C", "C", "H", "H", "H", "H", "H", "H", "H", "H", "H", "H", "H", "H", "H", "H", "H", "C", "C", "O", "P", "O", "O", "C", "C", "O", "C", "C", "H", "H", "H", "H", "H", "H", "H", "H", "H", "H", "H", "H", "H", "H", "H", "C", "S", "O", "C", "H", "H", "H", "H", "H", "H", "C", "S", "O", "C", "H", "H", "H", "H", "H", "H"],
  "positions_angstrom": [[3.075, 0.678, 29.728], [4.140, -0.401, 29.644], [4.114, -1.231, 30.828], [3.952, -2.814, 30.627], [3.779, -3.417, 31.925], [5.168, -3.140, 29.674], [6.520, -3.032, 30.289], [7.311, -4.272, 30.022], [2.761, -2.961, 29.650], [1.386, -3.204, 30.213], [1.120, -4.598, 30.598], [3.318, 1.387, 30.510], [3.066, 1.189, 28.737], [2.119, 0.246, 29.927], [3.982, -0.981, 28.772], [5.129, 0.032, 29.589], [7.008, -2.137, 29.901], [6.441, -2.900, 31.371], [8.140, -4.312, 30.717], [6.722, -5.180, 30.134], [7.696, -4.212, 28.970], [1.280, -2.430, 31.014], [0.818, -2.787, 29.409], [1.282, -5.225, 29.745], [1.752, -4.910, 31.449], [0.106, -4.691, 30.873], [-7.231, -0.640, 24.320], [-5.863, -1.259, 24.095], [-5.847, -1.995, 22.843], [-4.646, -1.686, 21.838], [-4.393, -0.282, 21.487], [-3.366, -2.343, 22.517], [-3.421, -3.503, 23.308], [-2.120, -4.225, 23.267], [-4.937, -2.667, 20.624], [-5.997, -2.550, 19.630], [-5.376, -2.508, 18.261], [-8.006, -1.396, 24.211], [-7.305, -0.132, 25.279], [-7.381, 0.172, 23.591], [-5.026, -0.551, 24.093], [-5.650, -1.994, 24.918], [-3.566, -3.181, 24.359], [-4.244, -4.146, 22.966], [-1.894, -4.559, 22.276], [-1.264, -3.597, 23.653], [-2.140, -5.114, 23.928], [-6.525, -3.466, 19.811], [-6.610, -1.664, 19.880], [-6.079, -2.677, 17.399], [-4.911, -1.543, 18.120], [-4.606, -3.269, 18.144], [1.481, -2.735, 22.272], [1.543, -1.297, 22.406], [1.798, -0.720, 21.128], [1.422, 0.819, 20.859], [1.348, 1.138, 19.447], [0.063, 1.108, 21.707], [-1.221, 0.596, 21.238], [-2.091, 1.732, 20.670], [2.409, 1.714, 21.706], [2.260, 3.101, 21.471], [3.176, 3.807, 22.438], [1.316, -3.145, 23.261], [0.696, -2.955, 21.560], [2.419, -3.230, 21.877], [0.588, -1.071, 22.840], [2.349, -1.092, 23.161], [-1.021, -0.275, 20.589], [-1.740, 0.150, 22.080], [-3.066, 1.409, 20.289], [-2.172, 2.487, 21.464], [-1.501, 2.137, 19.811], [2.567, 3.304, 20.429], [1.200, 3.361, 21.633], [4.213, 3.451, 22.321], [3.181, 4.890, 22.433], [2.784, 3.544, 23.453], [2.451, -4.747, 26.061], [3.564, -3.948, 26.638], [4.548, -3.476, 25.696], [5.232, -2.054, 25.884], [4.412, -0.996, 26.471], [6.610, -2.306, 26.690], [7.610, -3.155, 26.051], [8.862, -2.269, 25.797], [5.786, -1.725, 24.395], [6.150, -0.374, 24.088], [5.297, -0.017, 22.885], [1.572, -4.209, 25.640], [2.925, -5.267, 25.208], [1.955, -5.410, 26.767], [3.223, -3.128, 27.246], [4.056, -4.694, 27.278], [7.821, -3.972, 26.809], [7.266, -3.524, 25.091], [9.208, -1.863, 26.775], [9.694, -2.869, 25.432], [8.677, -1.370, 25.169], [6.100, 0.240, 24.997], [7.206, -0.340, 23.796], [5.312, -0.875, 22.270], [4.268, 0.123, 23.180], [5.676, 0.851, 22.331], [-2.593, -2.018, 29.410], [-1.674, -0.483, 29.339], [-2.511, 0.439, 28.499], [-1.832, 0.025, 31.105], [-2.368, -2.507, 28.448], [-3.622, -1.716, 29.502], [-2.269, -2.599, 30.253], [-0.884, 0.008, 31.575], [-2.611, -0.567, 31.610], [-2.192, 1.053, 31.208], [-0.677, 0.127, 25.440], [-0.298, -1.458, 26.138], [-0.051, -2.467, 25.080], [1.277, -0.989, 26.889], [-1.570, -0.158, 24.834], [0.138, 0.324, 24.733], [-0.889, 0.881, 26.194], [2.090, -1.080, 26.128], [1.358, -1.788, 27.653], [1.202, 0.048, 27.244]],
  "forces_ev_per_a": [[1.0766, 0.2824, -0.8567], [-0.1902, 0.4726, 0.9385], [-0.2152, 0.0041, -0.0185], [0.7860, 2.4748, -0.0621], [0.2324, -1.1944, 1.1719], [1.0808, -0.6005, 0.4315], [-0.8913, 0.1904, 0.3890], [0.3455, 0.0080, -1.5315], [-1.7013, -1.1949, -0.6273], [1.6301, 2.7783, 0.2448], [1.2288, -0.3015, 0.5419], [-0.0621, 0.2200, 0.1116], [-0.1380, -0.1802, 0.7529], [-0.7605, -0.3033, 0.0499], [-0.0609, -0.6422, -0.8588], [0.2744, 0.1620, -0.0825], [-0.2155, -0.0716, -0.2344], [-0.4219, 0.0540, -0.0699], [0.3036, -0.0368, 0.0101], [-0.0913, 0.0806, 0.0583], [-0.1898, -0.3715, 0.9271], [0.0271, -0.9352, -0.1392], [-0.8559, -0.3432, -0.5658], [0.2057, -0.6009, -0.4362], [-0.2612, 0.1501, -0.5227], [-1.2942, -0.1085, 0.4112], [0.4594, 0.7942, -0.7752], [0.2455, -0.7707, 1.0011], [-0.0223, 0.3196, -0.0342], [0.4677, -0.2942, -0.5705], [-0.3816, -0.3534, 0.2572], [-0.1222, 1.0985, -0.8603], [-0.4153, -0.5145, 1.2278], [1.5788, -0.0396, 1.0254], [0.3707, 0.3109, 0.4745], [0.2410, 0.1852, 0.7958], [-0.3033, -0.0362, -1.0671], [-0.0517, 0.0620, 0.0624], [0.1132, -0.3348, 0.2861], [-0.1309, -0.4459, -0.0283], [-0.3939, 0.1683, 0.0277], [-0.1509, 0.4627, -0.7945], [-0.4005, -0.2192, -0.4319], [0.0923, 0.1300, 0.2647], [0.1961, -0.2230, -0.6959], [-1.0682, -0.5256, -0.5330], [-0.2037, 0.3946, -0.3247], [-0.8077, -0.2566, -0.2213], [0.1508, -0.4618, -0.3242], [0.2874, 0.2525, 1.1071], [0.2132, 0.2839, -0.1595], [0.0199, -0.0628, 0.2581], [1.3862, -2.5949, -1.0801], [1.4737, 0.3184, 1.4265], [-0.1960, 1.5905, 0.1780], [-1.5439, -0.6381, 0.9314], [0.0508, -0.0057, -0.7326], [0.3620, -0.3464, -0.4946], [-0.3428, -0.4804, -0.0818], [1.6390, -0.1839, -0.8286], [0.3537, -1.1916, 0.2552], [0.2112, 1.3410, -0.7037], [-0.1755, -0.6394, 1.4704], [-0.4155, -0.2731, 0.0130], [-0.3891, -0.5338, 0.0705], [-0.7959, 0.7641, 0.3331], [-0.4798, 1.0866, -0.0190], [-0.5778, 0.5595, -0.7844], [-0.2343, 0.6355, -0.3219], [0.1368, 0.0885, 0.4606], [0.2999, -0.0853, 0.4691], [-0.2143, -0.0894, -0.3724], [-0.5713, 0.0864, 0.6120], [-0.4163, -0.0112, 0.3548], [0.4177, 0.1527, -0.1894], [-0.4269, 0.0792, 0.1392], [-0.2058, 0.2070, -0.5655], [0.6955, 0.0614, -0.5216], [-1.1554, 0.3351, -2.3918], [0.3381, -0.6054, 1.6568], [0.0457, 0.5130, -0.6815], [1.3139, -0.1020, -0.8203], [-0.0440, -0.0259, 0.2602], [-0.8176, -0.2242, -0.5056], [1.0299, 0.6911, 0.8585], [-0.2007, 0.2449, 1.3455], [-0.6398, -1.1216, 1.3432], [0.4503, 0.3375, -0.2867], [0.2502, 1.1444, 0.9135], [0.8556, 0.2803, 0.0814], [-0.5918, -0.4331, 0.4452], [0.6707, -0.3359, 0.2276], [0.0123, 0.3048, 0.2466], [0.4230, 0.6630, 0.1353], [-0.1535, 0.7987, -1.2256], [-0.2674, -0.3759, 0.1585], [-0.2664, -0.2542, -0.5122], [-0.0896, 0.0234, -0.3485], [-0.0671, -0.9180, 0.1231], [-0.5191, 0.1136, -0.4057], [-0.0607, -0.3748, 0.0130], [0.1204, -0.8579, -0.9826], [-0.3117, 0.3440, 0.0508], [-0.1955, -0.1637, 0.2076], [0.4883, 0.3381, -0.6320], [0.0375, 0.9644, 0.0848], [0.3657, -0.3650, 0.3628], [-1.7173, 0.1554, -0.3832], [-0.3128, 0.0235, 0.4280], [-0.5109, -0.1186, -0.0432], [0.1739, -0.4213, 0.3251], [0.9347, -0.4854, 0.5116], [0.5595, -0.1088, -0.0518], [0.1029, 0.0033, -0.6759], [-0.5535, -1.0675, -1.8080], [-0.2915, 0.2837, 1.8421], [0.3041, 0.1666, -0.5749], [0.0410, -0.9267, -0.6627], [0.3659, 0.8153, 0.3695], [-0.1517, 0.5497, 0.1932], [0.0382, -0.1169, -0.0390], [-0.6057, 0.0827, 0.6334], [0.6369, 0.9566, -0.1068], [0.0980, -0.5449, 0.3021]],
  "mulliken_charge": [-1.31, 0.79, -0.47, 0.73, -0.87, 0.03, -0.38, -0.90, 0.28, 0.06, -1.47, 0.41, 0.28, 0.18, -0.52, 0.35, 0.23, 0.53, 0.42, 0.28, -0.05, 0.37, 0.08, 0.30, 0.32, 0.49, -1.40, 0.03, -0.30, 0.36, -0.66, 0.32, 0.01, -0.89, -0.27, -0.20, -1.15, 0.32, 0.40, 0.31, 0.31, 0.22, 0.07, 0.37, 0.43, -0.10, 0.40, 0.28, 0.31, 0.35, 0.29, 0.30, -1.38, 2.17, -0.49, 0.67, -0.84, -0.09, 0.07, -1.36, 0.12, -0.11, -1.18, 0.02, 0.39, 0.30, -0.42, -0.65, 0.41, -0.01, 0.39, 0.27, 0.32, 0.30, 0.23, 0.23, 0.40, 0.26, -1.27, 1.17, -0.46, 1.18, -0.66, -0.24, -0.26, -1.10, -0.32, -0.21, -1.16, 0.01, 0.39, 0.35, -0.51, 0.07, 0.34, 0.30, 0.25, 0.42, 0.16, 0.43, 0.22, 0.34, 0.08, 0.42, -1.10, 0.90, -0.71, -1.15, 0.21, 0.48, 0.38, 0.33, 0.34, 0.40, -0.68, 0.10, -0.42, 0.52, 0.04, 0.24, 0.49, -0.08, -1.02, 0.53],
  "gap_ev": 9.2,
  "total_energy_ha": -4626.4998,
  "spin_multiplicity": 1
}

=====

[3]
{
  "formula": "C2H3NS2",
  "method": "ωB97M-V/def2-TZVPD",
  "elements": ["S", "C", "N", "C", "S", "H", "H", "H"],
  "positions_angstrom": [[2.444, -0.277, -0.042], [0.816, -0.080, 0.166], [0.035, 0.909, -0.108], [-1.295, 0.805, 0.139], [-2.213, -0.559, -0.055], [0.228, -1.063, 0.509], [0.280, 1.911, -0.095], [-1.566, 1.817, 0.074]],
  "forces_ev_per_a": [[-1.1091, 0.7411, 0.2021], [3.1399, -5.8991, 0.7031], [-1.2488, 3.0239, 0.8035], [-1.3240, -1.7962, -2.0939], [0.5358, 1.4726, 0.7984], [1.0546, 2.4602, -0.7209], [1.0392, -1.1432, -0.3377], [-2.0877, 1.1407, 0.6453]],
  "nbo_charge": [-0.05, -0.09, -0.59, -0.07, -0.02, 0.23, 0.42, 0.18],
  "gap_ev": 7.6,
  "total_energy_ha": -929.0793,
  "de_lowest_kj_mol": 99.8,
  "spin_multiplicity": 1,
  "smiles": "S=CNC=S"
}